Formula: C3HBrIN3O2
Source: the OMol25 dataset
Level of theory: ωB97M-V with the def2-TZVPD basis set

Geometry as XYZ:
```
11
Properties=species:S:1:pos:R:3
O -1.38897 2.78668 -0.27472
N -0.84197 1.86986 0.30489
O 0.04104 1.95629 1.16080
C -1.24078 0.53971 0.00456
Br -2.98466 0.33416 -0.28568
N -0.51564 -0.51891 0.09234
C 0.84935 -0.78390 0.17193
I 2.45813 0.63226 0.19984
C 1.13314 -2.04950 -0.55440
N 1.45583 -2.19822 0.64825
H 1.03454 -2.56844 -1.46779
```

Results
Energy above the lowest of the compared OMol25 structures with the same formula, charge and spin: 2.39 kcal per mole
Max |F|: 4.803 eV/A
Gap between HOMO and LUMO: 7.86 eV
Total energy: -3301.1376 Ha

Formula: C28H28ClN5O7W
Source: the OMol25 dataset
Level of theory: ωB97M-V with the def2-TZVPD basis set

Geometry as XYZ:
```
70
Properties=species:S:1:pos:R:3
W 0.65201 -0.80039 -0.46154
C 1.03879 2.85802 -1.42852
C -0.26823 2.07006 0.59340
N 0.33300 0.83007 0.91592
C 0.23977 0.49654 2.20678
C -0.46851 1.48675 2.87437
N -0.74250 2.43044 1.92119
C -1.18035 1.40737 4.23999
O -0.83515 0.43883 5.07464
O -2.12850 2.14582 4.57526
C 0.70548 -0.86249 2.49456
O 0.80069 -1.31887 3.64975
O 0.86839 -1.57169 1.40845
H 1.69503 2.00839 -1.60541
H 1.47995 3.76540 -1.92922
H 0.07195 2.59026 -1.97548
H -1.49199 3.09764 2.08047
H -0.07207 -0.10947 4.76281
C -4.48504 0.85921 0.23598
C -3.93067 1.79651 -0.84178
C -2.55086 2.38968 -0.58520
C -2.49844 3.76926 -0.35810
C -1.40788 4.64790 -0.11949
C -0.06505 4.47106 0.04833
C 0.69882 3.20476 0.06805
C 1.90736 3.30642 1.02098
C 1.87041 4.18680 2.26919
C -1.38209 1.65428 -0.42725
N -1.13842 0.50362 -1.11758
C -1.57206 0.12195 -2.32474
C -1.51901 -1.26140 -2.47072
C -2.33941 -2.16169 -3.24434
C -2.14418 -3.41346 -2.65131
C -1.21448 -3.27528 -1.61042
N -0.85753 -1.96303 -1.45644
H -5.12285 0.14915 -0.23429
H -5.06004 1.33073 1.03423
H -3.68777 0.30428 0.73134
H -4.69031 2.63905 -0.91191
H -3.94507 1.33595 -1.81262
H -3.46867 4.28329 -0.38408
H -1.79136 5.68208 0.03672
H 0.59689 5.31692 0.03214
H 2.67994 3.70785 0.35317
H 2.30001 2.32624 1.36908
H 1.61855 5.16483 1.89802
H 2.92299 4.30487 2.64020
H 1.17894 3.87633 3.04635
H -1.77528 0.82093 -3.16010
H -2.81101 -1.84312 -4.16213
H -2.58598 -4.33921 -2.98678
H -0.73571 -3.97448 -0.89158
Cl 2.35704 -7.84616 1.98539
C 2.17137 -6.31290 1.23888
C 1.49488 -6.21188 -0.02568
C 1.55026 -4.96926 -0.66372
C 2.08712 -3.81871 0.02341
C 2.19645 -2.51807 -0.71456
C 2.68858 -3.93252 1.25097
C 2.69899 -5.18094 1.88151
H 1.06165 -7.06297 -0.52892
H 1.13364 -4.90860 -1.66253
H 2.35586 -2.68958 -1.78866
H 3.06549 -2.01287 -0.31327
H 3.11470 -3.06536 1.73458
H 3.12155 -5.27181 2.90080
O 1.90986 0.06075 -1.32000
N 4.67447 -1.70418 -5.21476
O 4.78869 -0.85414 -6.11400
O 3.83690 -2.58578 -5.09977
```

Results
Energy above the lowest of the compared OMol25 structures with the same formula, charge and spin: 53.38 kcal per mole
Multiplicity: 3
Max |F|: 4.973 eV/A
<S²>: 2.119
Gap between HOMO and LUMO (spin up / spin down): 5.75 / 4.69 eV
Total energy: -2411.3307 Ha

Formula: C4H6OS2
Source: the OMol25 dataset
Level of theory: ωB97M-V with the def2-TZVPD basis set

Geometry as XYZ:
```
13
Properties=species:S:1:pos:R:3
C -0.29236 0.00813 -0.13558
C 0.78558 0.04976 1.13025
C 0.55299 -0.99943 -1.00493
C -0.62212 1.31404 -0.70621
H -1.80514 -0.27239 1.91367
H 0.61960 -0.62546 1.95529
H 1.11503 1.15685 1.47264
H 0.31495 -2.11337 -0.86481
H 0.42785 -0.85430 -2.10845
H -1.18558 1.15434 -1.62090
O -0.12285 2.22513 -0.08767
S -1.88404 -0.72699 0.11326
S 2.09609 -0.31631 -0.05658
```

Results
Energy above the lowest of the compared OMol25 structures with the same formula, charge and spin: 99.88 kcal per mole
Max |F|: 5.191 eV/A
Gap between HOMO and LUMO: 7.99 eV
Total energy: -1027.4724 Ha

Formula: C2HF6PS2
Source: the OMol25 dataset
Level of theory: ωB97M-V with the def2-TZVPD basis set

Geometry as XYZ:
```
12
Properties=species:S:1:pos:R:3
C -1.69725 -2.51444 -0.09422
C 2.01249 -0.89031 -1.17335
F -1.73054 -3.45664 -1.01460
F -2.24618 -2.90680 1.04254
F -2.22699 -1.37856 -0.52700
F 2.64641 -1.94748 -1.66480
F 0.96502 -0.64008 -1.96759
F 2.82987 0.15986 -1.23827
P 1.43692 -1.22868 0.63591
S 3.07533 -1.62421 1.63391
S 0.69413 0.67106 1.14823
H -0.44065 0.51736 0.45311
```

Results
Energy above the lowest of the compared OMol25 structures with the same formula, charge and spin: 0.00 kcal per mole
Max |F|: 0.595 eV/A
Gap between HOMO and LUMO (spin up / spin down): 8.34 / 7.18 eV
Total energy: -1813.6747 Ha

Formula: C14H20N5O10SW
Source: the OMol25 dataset
Level of theory: ωB97M-V with the def2-TZVPD basis set

Geometry as XYZ:
```
51
Properties=species:S:1:pos:R:3
W 0.05268 -0.80688 0.30476
C 0.05976 -1.17499 3.50263
C 1.48928 -1.34013 3.03209
N 1.65938 -0.47834 1.81490
C 1.87763 0.97034 2.20057
C 1.02818 1.87209 1.33088
N -0.29032 1.19540 1.13475
C -1.21392 1.28009 2.31946
C -1.92025 -0.05083 2.44439
N -0.86704 -1.11210 2.30872
H -0.06793 -0.26249 4.08005
H -0.24560 -2.00609 4.13836
H 1.72048 -2.36724 2.76908
H 2.19613 -1.02211 3.80004
H 2.50104 -0.79676 1.32899
H 2.93663 1.21272 2.12015
H 1.60066 1.07429 3.24822
H 1.47071 2.04178 0.34966
H 0.87303 2.84216 1.80819
H -0.81619 1.68769 0.38191
H -1.92360 2.08962 2.14571
H -0.63562 1.52504 3.20754
H -2.65916 -0.19396 1.64821
H -2.43252 -0.15775 3.40301
H -1.35586 -2.01089 2.27398
O 0.97564 -1.84631 -2.10827
C 1.18756 -0.68002 -1.99125
O 1.57439 -0.25618 -0.68597
C 0.62782 0.47168 -2.74193
C 1.05930 1.14865 -3.86836
C 0.27736 2.20402 -4.30645
C -0.87392 2.62349 -3.66368
C -1.26905 1.94987 -2.52172
C -0.54749 0.84994 -2.08935
O -0.91271 0.03881 -1.02573
N -2.41341 2.42573 -1.73189
O -3.32862 2.93540 -2.28798
O -2.30019 2.29475 -0.50240
N 0.71529 2.94493 -5.53001
O 1.71437 2.53068 -6.06112
O 0.00210 3.84882 -5.87921
H 1.95652 0.88355 -4.41435
H -1.43192 3.47154 -4.04703
C -0.13813 -4.61984 -0.90769
S -0.37376 -3.54620 0.44275
O -1.22337 -2.31802 -0.03320
O -0.89645 -4.15742 1.60026
O 0.87950 -2.69052 0.69086
H -1.09634 -5.11936 -1.07097
H 0.60859 -5.35311 -0.59124
H 0.18934 -4.04553 -1.77033
```

Results
Energy above the lowest of the compared OMol25 structures with the same formula, charge and spin: 0.00 kcal per mole
Max |F|: 1.013 eV/A
Gap between HOMO and LUMO: 5.90 eV
Charge: +3
Total energy: -2035.7360 Ha

Formula: C2H3NO2
Source: the OMol25 dataset
Level of theory: ωB97M-V with the def2-TZVPD basis set

Geometry as XYZ:
```
8
Properties=species:S:1:pos:R:3
C -1.10254 0.46999 0.28496
N -1.22628 -0.77964 -0.06654
O 0.04887 -1.16272 -0.56190
C 0.91668 -0.14186 -0.15710
O 0.12451 0.98821 0.14905
H -1.91276 1.06695 0.55912
H 1.64011 0.12582 -0.92584
H 1.51140 -0.56675 0.71825
```

Results
Energy above the lowest of the compared OMol25 structures with the same formula, charge and spin: 61.01 kcal per mole
Max |F|: 3.687 eV/A
Gap between HOMO and LUMO: 10.17 eV
Total energy: -283.1608 Ha

Formula: C6H14O
Source: the OMol25 dataset
Level of theory: ωB97M-V with the def2-TZVPD basis set

Geometry as XYZ:
```
21
Properties=species:S:1:pos:R:3
C -2.14819 -0.17189 -1.24333
C -1.09153 -0.42715 -0.16693
C -1.68968 -0.24587 1.23043
C 0.13956 0.47995 -0.35897
C 1.47008 -0.20361 -0.05475
C 2.62580 0.78994 -0.01941
O 1.34771 -0.86930 1.19660
H -3.03405 -0.79745 -1.08188
H -1.75974 -0.38925 -2.24564
H -2.47450 0.87626 -1.23052
H -0.75840 -1.47064 -0.25586
H -2.50085 -0.96094 1.41170
H -2.10628 0.76513 1.33761
H -0.92402 -0.38665 1.99816
H 0.04136 1.37350 0.27468
H 0.19233 0.84015 -1.39561
H 1.65448 -0.95091 -0.84644
H 2.47676 1.49189 0.80847
H 2.69261 1.35928 -0.95315
H 3.58523 0.28029 0.13268
H 2.15441 -1.37984 1.33767
```

Results
Energy above the lowest of the compared OMol25 structures with the same formula, charge and spin: 4.76 kcal per mole
Max |F|: 0.334 eV/A
Gap between HOMO and LUMO: 11.21 eV
Total energy: -312.2474 Ha

Formula: C24H78O24
Source: the OMol25 dataset
Level of theory: ωB97M-V with the def2-TZVPD basis set

Geometry as XYZ:
```
126
Properties=species:S:1:pos:R:3
C 2.99741 2.09331 3.74130
O 2.14585 1.16951 3.05053
H 2.69418 3.06121 3.34216
H 2.78587 2.06808 4.81027
H 4.01569 1.80413 3.48132
H 2.35871 0.27249 3.31820
C -4.34295 -1.13048 -2.38299
O -5.42785 -1.29904 -1.50166
H -4.53406 -1.72481 -3.27649
H -4.40426 -0.06067 -2.58263
H -3.38929 -1.48145 -1.98868
H -5.21803 -0.91556 -0.64696
C 2.58273 -2.17394 -2.87852
O 2.65696 -0.83172 -2.47184
H 2.80421 -2.16250 -3.94571
H 3.33201 -2.73854 -2.32363
H 1.58480 -2.59265 -2.74845
H 3.56541 -0.52147 -2.48062
C -1.11188 1.52984 -4.43121
O -2.24799 1.06968 -5.15423
H -1.36321 1.44276 -3.37416
H -0.26906 0.87119 -4.64079
H -0.76429 2.53934 -4.65069
H -2.21517 1.56507 -5.97588
C 1.52733 -2.07273 3.30964
O 2.53082 -1.41000 3.98677
H 1.83111 -2.64817 2.43518
H 0.91909 -2.66870 3.99005
H 0.86691 -1.33795 2.84920
H 2.28817 -1.30877 4.91007
C -2.12952 5.33812 -0.75328
O -1.34108 4.33914 -1.29542
H -1.52346 6.22069 -0.54864
H -3.01033 5.50483 -1.37334
H -2.54976 5.19771 0.24261
H -1.77063 3.55159 -0.95360
C 0.01405 0.65784 -0.81484
C 0.74209 -0.23055 0.18366
O 0.77566 -1.60446 -0.21455
O -1.37359 0.28840 -1.02689
H 0.57026 0.69513 -1.75150
H 0.00156 1.65209 -0.36829
H 0.25800 -0.08917 1.14998
H 1.68836 0.24561 0.44045
H 1.27824 -1.67518 -1.02942
H -1.39100 -0.60857 -1.36857
C 2.28749 -4.96859 -0.60819
C 2.24899 -5.72936 -1.98787
O 1.99457 -7.08482 -1.69905
O 0.95792 -4.93614 -0.13285
H 2.59996 -3.92533 -0.65354
H 2.87623 -5.48137 0.15242
H 3.20347 -5.72390 -2.51421
H 1.50000 -5.34198 -2.67857
H 2.29623 -7.59108 -2.45688
H 0.73480 -5.86575 -0.04546
C -0.61085 -3.80505 -4.52208
C -1.07358 -2.39609 -4.22868
O -1.70362 -1.73987 -5.30283
O 0.64344 -3.88917 -5.15432
H -1.27866 -4.35770 -5.18293
H -0.48605 -4.26975 -3.54403
H -0.27682 -1.82158 -3.75621
H -1.85765 -2.47935 -3.47609
H -1.68517 -0.78547 -5.20103
H 0.71588 -3.29211 -5.90257
C 4.84190 -0.11550 1.10713
C 5.77144 -0.79272 2.10525
O 6.83783 -1.46152 1.48356
O 5.41217 1.08380 0.64505
H 3.87097 0.16336 1.51653
H 4.63542 -0.72458 0.22707
H 5.19512 -1.47825 2.72653
H 6.12937 -0.04638 2.81444
H 7.17231 -1.08653 0.66557
H 4.80272 1.56488 0.08049
C -1.49981 4.36381 2.78987
C -0.13003 3.68388 2.72704
O -0.11695 2.39393 2.09963
O -2.12311 4.37891 4.07999
H -2.13698 3.83494 2.08106
H -1.44664 5.39070 2.42828
H 0.30729 3.53470 3.71426
H 0.58706 4.31916 2.20713
H 0.63632 1.95205 2.49829
H -2.97907 4.76448 3.87929
C -1.98395 0.15780 3.82218
C -2.34696 1.01976 5.01111
O -1.37866 2.00336 5.29216
O -2.24995 0.71035 2.54985
H -2.50445 -0.79354 3.93228
H -0.93676 -0.11358 3.95570
H -2.49224 0.36276 5.86863
H -3.35452 1.43286 4.96361
H -1.64984 2.81415 4.85549
H -1.62077 1.43070 2.46721
C -2.34470 -3.82211 -0.07030
C -2.21242 -2.70042 1.01100
O -0.90409 -2.86339 1.63236
O -1.53601 -3.57288 -1.19000
H -3.35977 -3.90614 -0.45850
H -2.10900 -4.79589 0.35898
H -2.90907 -2.84203 1.83727
H -2.31010 -1.68341 0.63121
H -0.22131 -2.44740 1.10097
H -0.62861 -3.79061 -0.96453
C 3.21649 3.53353 -0.44567
C 1.89340 4.22455 -0.56827
O 1.45693 4.28392 -1.90547
O 3.18923 2.17193 -0.51589
H 3.75935 3.85419 0.44347
H 3.79374 3.87972 -1.30302
H 2.05799 5.22726 -0.17383
H 1.20536 3.68642 0.08373
H 0.50482 4.34765 -2.01054
H 2.66628 2.03289 -1.30886
C -4.05710 2.14477 -0.47367
C -4.97072 1.44215 0.51131
O -4.49004 0.16131 0.88919
O -2.78844 2.31144 -0.02461
H -4.45475 3.13380 -0.70126
H -3.96196 1.62080 -1.42473
H -6.00184 1.33621 0.17417
H -5.05075 2.06806 1.40008
H -3.80457 0.37685 1.52580
H -2.40220 1.43287 -0.04797
```

Results
Multiplicity: 2
Max |F|: 2.507 eV/A
<S²>: 0.751
Gap between HOMO and LUMO (spin up / spin down): 1.34 / 8.80 eV
Charge: -1
Total energy: -2766.7138 Ha